[1]
Formula: H33O17
Source: the OMol25 dataset
Level of theory: ωB97M-V/def2-TZVPD

Output
Total charge: -1
Multiplicity: 1
Energy above the lowest of the compared OMol25 structures with the same formula, charge and spin in kcal/mol: 49.3
Frontier orbital gap in Ha: 0.34351

Last column: Mulliken charge in e.
Geometry (Å):
O 2.6576 2.1865 -2.4958  -0.649
H 2.2373 1.3101 -2.5589  0.314
H 2.4496 2.3319 -1.5640  0.311
O -2.6432 -0.1276 1.2032  -0.495
H -3.4587 -0.0918 0.7280  0.249
H -1.9036 -0.7120 1.0117  0.239
O -2.4777 -3.2585 -0.3870  -0.652
H -1.8141 -2.5664 -0.2007  0.322
H -3.3397 -2.8583 -0.3229  0.285
O 0.5617 -0.8521 3.1527  -0.618
H 1.0030 -1.1528 2.3762  0.360
H 1.0360 -1.1817 3.9084  0.247
O 0.5672 0.6604 -3.7409  -0.577
H 0.0374 0.0280 -4.2135  0.259
O -5.2395 -0.3881 2.3522  -0.612
H -5.8849 -0.9474 1.8955  0.297
H -4.7155 -1.1220 2.7068  0.320
O 2.2669 -3.0631 2.2562  -0.641
H 1.4929 -3.6062 2.0259  0.381
H 2.1496 -2.5518 1.4312  0.233
O -1.3622 1.3311 -1.1651  -0.637
H -0.8488 1.7872 -0.5151  0.112
H 0.1709 1.5324 -3.7719  0.290
O -3.5742 2.7530 -1.2556  -0.711
H -3.3230 2.9491 -0.3543  0.280
H -3.0504 1.9783 -1.5058  0.430
O 2.8511 -4.9797 -0.0737  -0.601
H 2.2020 -4.5539 0.4740  0.263
H 2.7018 -4.7444 -0.9882  0.304
O -2.1928 1.9405 -3.8769  -0.710
H -1.7020 1.8711 -3.0400  0.393
H -2.9461 2.4719 -3.6068  0.323
O 4.4583 -0.6138 -1.1741  -0.611
H 4.4638 0.3273 -1.0155  0.294
H 3.5984 -0.9924 -0.9708  0.343
O 4.8780 1.9965 0.4660  -0.597
H 5.2749 1.9202 1.3256  0.291
H 5.3803 1.5202 -0.1779  0.310
O -1.4067 1.3662 3.0478  -0.634
H -2.2458 1.2796 2.5850  0.285
H -0.7204 0.7388 2.8417  0.357
O -0.7421 -1.0460 -0.7701  -0.903
H -0.9457 -1.2946 -1.6768  0.177
H -1.3044 0.3002 -0.9419  0.442
O 1.6233 -1.2512 -0.0196  -0.737
H 1.8680 -2.1476 -0.2612  0.221
H 0.6454 -1.1505 -0.3964  0.443
O 0.0582 3.6421 2.4372  -0.656
H -0.1608 3.1163 3.2115  0.332
H -0.4142 3.1667 1.7510  0.331

[2]
Formula: C48H65BO29P2
Source: the OMol25 dataset
Level of theory: ωB97M-V/def2-TZVPD

Output
Total charge: 0
Multiplicity: 1
Frontier orbital gap in Ha: 0.31618

Last column: Mulliken charge in e.
Geometry (Å):
C -5.6431 -2.2103 1.6979  -0.959
C -5.5684 -1.9716 0.1884  -0.082
O -4.3351 -2.3613 -0.4321  -0.433
P -2.9887 -1.5901 0.0733  0.569
O -2.0470 -1.5656 -1.0480  -0.811
C -2.3491 -2.5003 1.5030  -0.951
C -0.8259 -2.2856 1.7574  -1.336
C -0.2924 -0.8969 1.4273  0.749
C 0.7663 -0.8436 0.5402  -0.688
C 1.3566 0.3250 0.1872  0.073
C 0.8774 1.5147 0.7256  0.950
C -0.1753 1.5215 1.6100  0.202
C -0.6452 2.8423 2.1863  -1.132
C 0.2742 3.3481 3.3216  -0.311
O -0.1510 4.1833 4.0889  -0.606
C -0.7548 0.2936 1.9625  1.334
C -1.8837 0.3156 2.9879  -0.610
C -1.3179 0.6396 4.4225  -1.120
C 0.1322 0.1447 4.6486  0.590
C 0.4534 0.2596 6.1786  -0.729
C 1.1155 -1.0311 6.7357  -0.648
O 2.5019 -0.7766 6.9580  -0.378
C 2.7147 -0.4475 8.3203  -0.725
C 1.6228 2.7628 0.2954  -0.754
O 1.0772 3.8115 0.0047  -0.549
C 3.1233 2.5717 0.2146  0.982
C 3.5915 1.3808 -0.3128  0.338
C 4.9237 1.1380 -0.3939  -1.057
C 5.8537 2.0553 0.0504  0.348
C 7.3081 1.6803 -0.0537  0.003
O 7.9238 2.2225 -1.2034  -0.132
O 9.2611 1.7760 -1.2866  -0.438
C 5.4173 3.2522 0.5991  -0.671
B 6.5509 4.2429 1.1361  0.693
C 7.5895 5.0088 0.2470  -1.028
O 6.6565 4.4108 2.4988  -0.649
C 4.0370 3.4995 0.6631  0.574
P 3.4867 5.0992 1.3840  0.749
O 3.4013 6.1533 0.3534  -0.742
C 2.5376 0.3853 -0.7447  -0.685
O 2.6476 -0.3180 -1.7327  -0.579
O -3.3866 -0.0825 0.4658  0.341
C -3.7608 0.7021 -0.6939  -0.623
C -4.4841 1.9575 -0.1946  -0.925
H -5.0256 -1.4493 2.1968  0.132
H -6.6527 -2.0832 2.0964  0.437
H -5.2518 -3.1846 2.0056  0.256
H -5.8616 -0.9358 -0.0119  0.080
H -6.3412 -2.5976 -0.2734  0.414
H -2.9145 -2.3347 2.4220  0.579
H -2.4995 -3.5620 1.2718  0.683
H -0.3044 -2.9972 1.1147  0.513
H -0.6165 -2.5307 2.8047  0.177
H 1.1846 -1.7494 0.1062  0.445
H -1.6431 2.7891 2.6214  -0.013
H -0.6446 3.6311 1.4309  1.037
H 1.3026 2.9229 3.4046  0.498
H -2.4383 -0.6146 3.0481  0.218
H -2.5735 1.1161 2.7124  -0.635
H -1.9691 0.1289 5.1377  0.699
H -1.3358 1.7222 4.5692  0.179
H 0.8578 0.7596 4.1112  -0.133
H 0.2034 -0.8890 4.2929  -0.052
H -0.4772 0.4963 6.7039  0.510
H 1.1450 1.0964 6.3031  0.377
H 0.9861 -1.8785 6.0577  0.352
H 0.6015 -1.2736 7.6766  0.333
H 3.7325 -0.0767 8.4535  0.247
H 2.6066 -1.3691 8.9162  0.289
H 1.9865 0.2746 8.7135  0.329
H 5.2972 0.1964 -0.7900  0.663
H 7.3348 0.5838 -0.1657  -0.400
H 7.8818 1.8975 0.8632  0.395
H 9.3855 1.0192 -0.6881  0.393
H 8.5530 5.0039 0.7783  0.326
H 7.7474 4.5760 -0.7406  0.334
H 7.2997 6.0671 0.1979  0.343
H 5.8734 4.0547 2.9331  0.335
H 4.3971 5.4910 2.3951  0.038
H 2.2516 4.8199 2.0137  -0.033
H -2.9052 0.9235 -1.3322  0.301
H -4.4768 0.1346 -1.3028  0.508
H -5.5587 1.8176 -0.0685  0.298
H -4.3319 2.7378 -0.9475  0.453
H -4.0105 2.2398 0.7495  -0.051
C 7.2381 -3.4745 -1.9844  -0.029
C 6.6712 -4.0224 -0.6996  -0.330
O 7.5082 -3.4140 0.2898  -0.352
C 8.0272 -2.2854 -0.2476  0.632
O 8.6272 -1.4604 0.3681  -0.553
O 7.7735 -2.2099 -1.5733  -0.368
H 6.4817 -3.3418 -2.7559  0.348
H 8.0453 -4.0887 -2.3804  0.139
H 5.6385 -3.7098 -0.5276  0.240
H 6.7263 -5.1072 -0.6445  0.296
C -7.2659 5.0570 2.1141  0.003
C -6.4081 5.9930 2.9276  -0.373
O -5.5747 5.0901 3.6628  -0.319
C -5.5163 3.9265 2.9737  0.546
O -4.7751 3.0299 3.2272  -0.522
O -6.4118 3.9146 1.9558  -0.257
H -7.5411 5.4716 1.1529  0.137
H -8.1704 4.7516 2.6408  0.212
H -5.7755 6.6297 2.3062  0.267
H -6.9891 6.6202 3.5985  0.280
C -11.0615 4.9446 -1.4663  -0.045
C -11.6407 4.2333 -0.2690  -0.294
O -10.7728 4.6518 0.7888  -0.344
C -10.2093 5.8289 0.4180  0.631
O -9.5676 6.5207 1.1429  -0.550
O -10.4706 6.1089 -0.8782  -0.325
H -11.8153 5.2183 -2.1979  0.157
H -10.2794 4.3651 -1.9611  0.217
H -12.6581 4.5570 -0.0410  0.287
H -11.6299 3.1509 -0.3741  0.285
C 6.2651 -7.3196 -4.8938  -0.349
C 7.2737 -6.9361 -5.9451  0.433
O 8.1689 -6.0808 -5.2227  -0.353
C 8.0705 -6.3988 -3.9122  0.690
O 8.8001 -5.9896 -3.0641  -0.600
O 7.0349 -7.2432 -3.6881  -0.350
H 5.8659 -8.3202 -5.0395  0.303
H 5.4360 -6.6115 -4.8283  0.261
H 7.8301 -7.7914 -6.3180  -0.394
H 6.8275 -6.4084 -6.7852  0.363
C 10.6199 -9.9762 -7.8579  -0.300
C 9.9154 -10.3540 -9.1392  -0.307
O 8.6086 -10.7115 -8.6801  -0.324
C 8.4002 -10.0856 -7.4986  0.657
O 7.3540 -10.0381 -6.9349  -0.516
O 9.5414 -9.5154 -7.0392  -0.331
H 11.3623 -9.1943 -7.9973  0.288
H 11.0919 -10.8309 -7.3703  0.265
H 9.8282 -9.5156 -9.8328  0.260
H 10.3880 -11.1886 -9.6512  0.292
C -13.0930 2.0109 -3.7143  -0.348
C -13.9504 1.9393 -4.9559  -0.353
O -14.6288 3.1971 -4.9374  -0.344
C -13.8797 4.0640 -4.2147  0.607
O -14.0742 5.2309 -4.1424  -0.495
O -12.8653 3.4166 -3.5762  -0.219
H -12.1525 1.4746 -3.8188  0.312
H -13.6120 1.6480 -2.8246  0.269
H -13.3586 1.8709 -5.8705  0.260
H -14.6603 1.1162 -4.9316  0.306

[3]
Formula: C30H45F10N2O13P
Source: the OMol25 dataset
Level of theory: ωB97M-V/def2-TZVPD

Output
Total charge: 0
Multiplicity: 1
Frontier orbital gap in Ha: 0.35698

Last column: Mulliken charge in e.
Geometry (Å):
C 0.5398 -3.1533 1.9669  -0.655
C 0.0229 -2.8128 0.4562  0.609
O -0.5574 -1.4845 0.3640  -0.300
C 0.4257 -0.4516 0.1701  -0.617
C 0.3378 -0.2084 -1.4393  -0.325
C 1.4316 -1.0914 -2.2367  -0.117
O 1.1441 -2.2055 -2.7535  -0.559
F 2.7823 -0.6485 -2.4483  -0.298
O 1.8508 -0.8074 0.3081  -0.232
C 2.5074 0.1868 1.1033  -0.902
O 3.6132 -0.1900 1.5451  -0.529
C 1.6566 1.5363 1.2966  1.447
C 1.9109 2.3892 2.6780  -0.850
N 2.6637 1.6381 3.7164  -0.548
C 2.0744 2.6013 0.1693  -1.284
C 3.7736 2.4707 -0.0922  0.356
C 4.6214 3.8961 0.2273  -0.742
O 4.6296 2.5692 1.1502  -0.331
C 0.1781 0.8421 1.1351  2.186
C -0.9939 1.6836 0.4274  -0.638
C -1.6733 2.8189 1.3308  -0.359
C -2.9260 2.3468 2.2238  -0.699
C -3.9500 1.3527 1.5016  -0.583
N -4.7752 1.9776 0.4178  -0.258
C -5.6343 0.9140 -0.2040  0.493
C -6.6595 0.0020 0.6161  -0.854
O -5.5710 0.7188 -1.4540  -0.530
P -0.3054 0.2497 2.9031  0.027
O -1.6948 -0.4688 2.9206  -0.764
H 1.0430 -4.1849 2.0182  0.409
H 1.2487 -2.3177 2.2880  -0.029
H -0.4188 -3.1079 2.6159  0.256
H 0.7985 -3.0603 -0.3450  -0.527
H -0.8524 -3.5523 0.2815  0.316
H 0.5049 0.8728 -1.7605  0.460
H -0.6855 -0.6201 -1.7624  0.493
H 0.9237 2.8373 3.0864  0.003
H 2.5623 3.3125 2.4276  0.358
H 3.6796 1.7364 3.5843  0.378
H 2.3706 0.6593 3.8031  0.295
H 1.6960 2.3772 -0.8840  0.260
H 1.8770 3.6928 0.4254  0.471
H 4.1476 1.8008 -1.0169  0.289
H 5.7616 3.8808 0.2740  0.387
H 4.2685 4.4930 1.1474  0.227
H -0.5466 2.2288 -0.4931  0.381
H -1.7300 0.9169 -0.0137  0.405
H -1.9966 3.6852 0.6328  0.453
H -0.9125 3.3048 2.0589  -0.395
H -2.6480 1.8830 3.2348  0.167
H -3.5287 3.3052 2.4814  0.471
H -4.6930 0.9992 2.3224  0.214
H -3.4397 0.3785 1.1406  0.343
H -5.4722 2.5993 0.8797  0.341
H -6.6269 -1.0730 0.1998  0.267
H -6.4382 -0.0836 1.7358  0.295
H -7.7544 0.3402 0.5117  0.293
H 0.6703 -0.6275 3.4748  0.246
H -0.4639 1.3729 3.8113  0.191
C 3.6983 -3.5079 -2.2008  -0.192
C 3.9486 -4.5755 -3.2467  -0.427
O 5.1986 -4.3463 -3.9174  -0.388
C 6.3027 -4.7829 -3.2756  0.359
O 6.2921 -5.3331 -2.2045  -0.504
C 7.5472 -4.5218 -4.1205  0.859
F 7.5585 -3.2824 -4.6570  -0.244
F 7.6426 -5.3862 -5.1545  -0.250
F 8.6887 -4.6406 -3.4163  -0.242
H 3.7566 -2.5148 -2.6458  0.294
H 2.7144 -3.6355 -1.7475  -0.302
H 4.4515 -3.5466 -1.4091  0.454
H 3.1689 -4.5301 -4.0108  0.245
H 3.9175 -5.5800 -2.8145  0.334
C -4.4344 9.4137 2.1102  -1.102
C -4.6765 7.9859 2.5578  -0.239
O -3.4528 7.2331 2.5383  -0.276
C -2.6485 7.3840 3.6122  0.248
O -2.8963 8.0957 4.5507  -0.512
C -1.4161 6.4924 3.4828  0.996
F -0.8641 6.5429 2.2507  -0.259
F -1.7078 5.1930 3.7152  -0.232
F -0.4380 6.8231 4.3457  -0.265
H -3.9480 9.4321 1.1313  0.304
H -5.3758 9.9637 2.0483  0.372
H -3.7728 9.9379 2.8042  0.317
H -5.3592 7.4936 1.8613  0.318
H -5.1418 7.9461 3.5469  0.324
C 0.3278 -5.1135 -3.6315  -0.473
C -1.1644 -5.3480 -3.5104  -0.452
O -1.5372 -6.5859 -4.1372  -0.332
C -1.3497 -7.7010 -3.4004  0.359
O -0.8981 -7.7085 -2.2838  -0.512
C -1.8332 -8.9313 -4.1643  0.859
F -1.4298 -8.9323 -5.4529  -0.245
F -3.1818 -9.0104 -4.1863  -0.250
F -1.3912 -10.0840 -3.6275  -0.239
H 0.6410 -5.1627 -4.6782  0.356
H 0.5990 -4.1360 -3.2260  -0.040
H 0.8927 -5.8801 -3.0941  0.392
H -1.7040 -4.5556 -4.0346  0.363
H -1.4933 -5.3258 -2.4674  0.355

[4]
Formula: C5H7NO
Source: the OMol25 dataset
Level of theory: ωB97M-V/def2-TZVPD

Output
Total charge: 0
Multiplicity: 1
Energy above the lowest of the compared OMol25 structures with the same formula, charge and spin in kcal/mol: 74.5
Frontier orbital gap in Ha: 0.37514

Last column: Mulliken charge in e.
Geometry (Å):
O 1.3353 0.7536 1.8085  -0.489
C 1.2929 1.2101 0.6832  -0.021
C 0.4752 0.8733 -0.6336  0.210
C 0.0812 -0.4889 -1.0623  -0.175
C -0.2276 -1.3256 0.1640  -0.619
C -1.2642 -0.2296 0.4980  -0.328
N -0.9517 0.5306 -0.7479  -0.516
H 1.8443 2.0255 0.2287  0.270
H 0.7257 1.5263 -1.4926  0.283
H 0.2292 -0.8618 -2.0762  0.348
H 0.5978 -1.4741 0.8643  0.219
H -0.6848 -2.2823 -0.0819  0.294
H -1.1091 0.3567 1.4065  0.237
H -2.2955 -0.5777 0.4573  0.289

no.,HOMO (Eh),lowest unoccupied orbital energy (eV),E (a.u.)
1,-0.259,2.3014,-1298.9159
2,-0.335,-0.5037,-4757.6397
3,-0.357,0.0041,-3597.5044
4,-0.351,0.6569,-324.6058